Entry 1:
Molecular formula: C31H50FeIN3OS2Si3
Method: DFT, wB97M-V/def2-TZVPD

As for the spin multiplicity: 2. The gap between HOMO and LUMO (spin up / spin down) comes out at 7.3 / 8.6 eV. As for the charge: +1. The total energy is -4676.89863 Eh.

Atoms and positions in Å:
I1 2.586 -0.762 -1.577
Fe1 0.529 0.809 -0.485
S1 -0.990 -2.013 -1.399
S2 -0.195 -0.544 -4.624
Si1 1.156 0.196 2.572
Si2 2.397 2.815 1.206
Si3 -0.670 2.685 1.686
O1 -0.791 -0.721 -0.627
N1 2.011 -1.150 -5.939
N2 1.180 -2.797 -4.573
N3 -0.755 2.201 -1.013
C1 -5.530 -2.147 0.321
C2 -1.250 3.048 -0.090
C3 2.038 4.166 -0.069
C4 2.448 -1.041 1.988
C5 -2.571 4.151 -1.773
C6 1.052 -4.184 -0.354
C7 -0.504 4.299 2.630
C8 -4.533 -2.489 -0.579
C9 0.886 1.677 1.407
C10 1.262 -4.395 2.399
C11 1.715 0.871 4.238
C12 4.012 1.962 0.747
C13 2.331 -4.760 1.596
C14 -3.726 -1.506 -1.146
C15 1.883 1.228 -1.813
C16 1.075 -1.559 -5.071
C17 -4.940 0.169 0.086
C18 -1.298 -3.283 -0.153
C19 -0.017 -3.791 0.447
C20 -2.157 4.034 -0.455
C21 -2.131 1.809 2.470
C22 2.223 -4.658 0.216
C23 -1.161 2.299 -2.285
C24 0.097 -3.907 1.827
C25 -3.937 -0.173 -0.808
C26 -0.387 -0.832 2.898
C27 2.295 -3.694 -4.795
C28 2.823 3.698 2.821
C29 -2.651 -1.871 -2.118
C30 -5.733 -0.816 0.655
C31 -2.065 3.254 -2.704
H1 3.048 -4.958 -0.416
H2 -1.063 -0.369 3.613
H3 -1.994 1.655 3.541
H4 2.983 4.624 -0.369
H5 -2.512 -1.122 -2.898
H6 1.641 0.090 4.997
H7 3.533 3.115 3.406
H8 4.349 1.288 1.534
H9 -2.354 3.285 -3.744
H10 4.019 1.407 -0.188
H11 -3.005 2.455 2.344
H12 2.033 -1.743 1.261
H13 -0.949 -1.062 1.992
H14 -0.732 -3.612 2.457
H15 -1.963 -2.860 0.600
H16 3.243 -5.135 2.041
H17 1.422 4.960 0.353
H18 -0.156 4.109 3.646
H19 -2.532 4.709 0.302
H20 3.211 -3.337 -4.314
H21 -2.829 -2.828 -2.612
H22 -4.396 -3.527 -0.858
H23 -5.106 1.208 0.336
H24 3.304 4.652 2.593
H25 1.337 -4.480 3.474
H26 1.967 3.906 3.455
H27 -3.276 4.917 -2.068
H28 -6.518 -0.546 1.349
H29 1.870 -0.263 -6.390
H30 4.761 2.753 0.667
H31 1.539 3.812 -0.973
H32 -0.764 1.579 -2.992
H33 0.543 -2.984 -3.815
H34 -3.319 0.598 -1.255
H35 3.346 -0.602 1.562
H36 2.752 -1.745 -6.264
H37 1.518 1.338 -2.834
H38 0.969 -4.127 -1.433
H39 2.748 1.212 4.214
H40 2.690 1.905 -1.561
H41 2.043 -4.670 -4.389
H42 0.170 5.021 2.175
H43 -1.489 4.763 2.719
H44 -0.049 -1.773 3.338
H45 2.741 -1.631 2.861
H46 2.475 -3.833 -5.861
H47 -1.839 -4.073 -0.683
H48 -2.355 0.849 2.010
H49 1.097 1.709 4.565
H50 -6.156 -2.917 0.750

Löwdin population analysis, charges in e, atoms 1 to 2:
1 I 1.031
2 Fe 0.332



Entry 2:
Molecular formula: C31H50GaO3P2S
Method: DFT, wB97M-V/def2-TZVPD

As for the spin multiplicity: 1. The gap between HOMO and LUMO comes out at 3.0 eV. As for the charge: +1. The total energy is -4442.23143 Eh.

Atoms and positions in Å:
Ga1 -3.148 0.109 0.172
S1 -2.557 -1.777 2.392
P1 -0.988 2.420 -6.074
P2 -1.099 -0.268 -4.957
O1 -1.327 -1.036 2.066
O2 -3.761 -0.901 2.087
O3 -2.661 -3.100 1.822
C1 -1.448 1.161 -7.376
C2 2.840 3.384 0.813
C3 -1.499 3.836 -7.146
C4 0.697 -2.380 -0.093
C5 0.719 2.928 2.237
C6 0.409 -0.090 -1.202
C7 -2.020 -1.259 5.176
C8 1.807 -2.418 0.655
C9 2.433 1.423 2.414
C10 0.422 -1.643 -1.369
C11 0.371 -1.392 -4.996
C12 1.727 0.627 -1.148
C13 -1.123 -0.221 -6.844
C14 -2.565 -3.291 8.412
C15 -2.657 -2.050 4.205
C16 -3.308 -3.209 4.661
C17 -2.560 -2.856 6.960
C18 1.359 -0.232 4.098
C19 0.781 2.514 -6.641
C20 -0.109 4.091 1.851
C21 2.968 0.117 -1.063
C22 3.760 0.798 2.219
C23 3.200 -2.045 0.264
C24 2.023 2.622 1.786
C25 -1.948 -1.677 6.518
C26 1.384 0.988 3.260
C27 -0.920 1.924 3.944
C28 3.360 -1.328 -1.074
C29 0.343 1.943 3.171
C30 -3.274 -3.585 6.007
C31 -2.524 -1.419 -4.802
H1 3.675 3.898 1.312
H2 -2.187 -4.311 8.582
H3 -0.128 -0.528 -7.192
H4 3.942 0.614 1.151
H5 3.833 -0.153 2.753
H6 0.462 4.750 1.188
H7 -0.708 1.537 4.950
H8 0.692 -0.994 3.666
H9 -3.837 -4.472 6.320
H10 -0.627 -1.916 -1.625
H11 -1.088 4.766 -6.737
H12 0.092 -2.369 -5.409
H13 -2.581 -1.813 -3.780
H14 -1.837 -0.972 -7.198
H15 0.804 -1.522 -4.002
H16 -1.674 1.278 3.470
H17 -3.825 -3.861 3.962
H18 2.242 4.136 0.289
H19 -2.419 -2.235 -5.528
H20 1.388 1.711 -6.210
H21 2.356 -0.674 4.204
H22 3.821 0.784 -0.932
H23 -2.591 3.906 -7.174
H24 -1.990 -2.607 9.045
H25 -0.884 1.386 -8.292
H26 -0.231 0.352 -1.996
H27 1.610 1.711 -1.107
H28 0.974 0.001 5.104
H29 4.577 1.451 2.564
H30 -2.513 1.275 -7.613
H31 -3.436 -0.847 -5.021
H32 0.825 2.460 -7.737
H33 -1.365 2.920 4.060
H34 -1.413 -1.050 7.241
H35 -1.559 -0.324 4.897
H36 -0.247 -2.793 0.301
H37 4.433 -1.393 -1.324
H38 3.272 2.700 0.068
H39 -0.425 4.666 2.734
H40 1.051 -1.961 -2.211
H41 1.673 -2.799 1.671
H42 1.141 -0.946 -5.640
H43 -3.596 -3.295 8.796
H44 -1.024 3.773 1.332
H45 -1.121 3.700 -8.169
H46 2.846 -1.848 -1.890
H47 -0.159 0.081 -0.271
H48 3.629 -1.426 1.065
H49 1.181 3.485 -6.325
H50 3.843 -2.941 0.254

Löwdin population analysis, charges in e, atoms 1 to 2:
1 Ga 0.954
2 S 0.421



Entry 3:
Molecular formula: C31H50N6S2Si3SnTe
Method: DFT, wB97M-V/def2-TZVPD

As for the spin multiplicity: 1. The gap between HOMO and LUMO comes out at 4.7 eV. As for the charge: -2. The total energy is -3687.11179 Eh.

Atoms and positions in Å:
Te1 -1.259 -2.394 -1.971
Sn1 0.268 1.438 -0.624
S1 1.740 1.843 1.833
S2 -1.250 0.632 -3.855
Si1 4.576 3.099 0.978
Si2 -3.903 -4.038 -0.738
Si3 1.485 -4.233 -1.649
N1 -3.490 0.668 -2.243
N2 -2.682 0.327 -1.218
N3 -1.212 -0.270 1.073
N4 2.863 -0.578 1.830
N5 -0.667 3.115 -0.428
N6 -3.789 1.098 -4.427
C1 5.380 0.348 1.115
C2 0.143 5.503 -1.666
C3 -2.576 -0.970 3.379
C4 3.067 0.740 1.633
C5 -3.262 -0.506 2.272
C6 -0.541 6.668 0.454
C7 1.260 -4.244 0.213
C8 -2.189 -3.443 -0.319
C9 -0.405 5.495 -0.270
C10 3.891 -1.407 1.675
C11 -2.546 -0.177 1.117
C12 -1.392 4.275 1.590
C13 -0.557 -0.718 2.140
C14 -5.061 -2.631 -1.149
C15 3.550 3.803 -0.417
C16 6.386 3.303 0.435
C17 5.168 -1.013 1.324
C18 -1.084 6.682 1.736
C19 -0.146 -4.166 -2.553
C20 -4.612 -4.968 0.748
C21 -3.267 0.246 -0.081
C22 2.402 -5.817 -2.128
C23 -3.816 -5.246 -2.177
C24 -1.512 5.472 2.276
C25 -0.802 4.236 0.288
C26 -2.886 0.790 -3.419
C27 4.409 4.108 2.550
C28 4.343 1.253 1.262
C29 -1.906 2.995 2.181
C30 -1.196 -1.094 3.314
C31 2.526 -2.763 -2.149
H1 -0.563 5.034 -2.358
H2 -3.991 -5.830 1.007
H3 -4.339 -0.397 2.281
H4 -4.649 -4.311 1.621
H5 -5.626 -5.328 0.554
H6 2.571 -5.857 -3.207
H7 -2.621 2.525 1.499
H8 3.538 -2.848 -1.746
H9 -1.106 2.267 2.339
H10 2.094 -1.832 -1.775
H11 -0.217 7.600 -0.004
H12 4.643 5.158 2.351
H13 1.057 4.909 -1.739
H14 3.674 -2.460 1.840
H15 3.375 -5.879 -1.634
H16 0.525 -0.751 2.054
H17 -4.812 -5.609 -2.445
H18 0.032 -4.070 -3.628
H19 -1.958 5.457 3.268
H20 0.357 6.524 -1.996
H21 -4.627 -1.937 -1.874
H22 5.961 -1.742 1.208
H23 -5.999 -3.014 -1.560
H24 -2.183 -2.773 0.543
H25 -3.383 -4.756 -3.052
H26 6.585 4.361 0.239
H27 -5.298 -2.056 -0.251
H28 3.390 4.043 2.930
H29 -3.112 -1.230 4.285
H30 -3.196 -6.112 -1.928
H31 -4.636 1.528 -4.084
H32 -0.615 -1.447 4.156
H33 -0.789 -5.037 -2.408
H34 3.553 3.130 -1.278
H35 -4.334 0.460 0.007
H36 0.726 -3.349 0.540
H37 2.514 3.958 -0.116
H38 5.096 3.743 3.319
H39 3.966 4.764 -0.739
H40 -1.180 7.607 2.293
H41 6.591 2.754 -0.488
H42 -3.359 1.538 -5.222
H43 -1.529 -4.279 -0.080
H44 6.368 0.696 0.830
H45 1.825 -6.703 -1.848
H46 2.235 -4.246 0.706
H47 -2.399 3.179 3.140
H48 2.602 -2.684 -3.237
H49 0.708 -5.123 0.557
H50 7.095 2.967 1.196

Löwdin population analysis, charges in e, atoms 1 to 2:
1 Te 1.184
2 Sn 0.859



Entry 4:
Molecular formula: C31H50NO5P
Method: DFT, wB97M-V/def2-TZVPD

As for the spin multiplicity: 1. The gap between HOMO and LUMO comes out at 6.9 eV. The total energy is -1983.42154 Eh.

Atoms and positions in Å:
P1 -4.704 -0.621 0.828
O1 2.245 9.039 2.106
O2 3.136 -4.921 -0.594
O3 -2.960 -1.918 -0.855
O4 -1.033 -4.553 -3.837
O5 2.056 5.383 -1.717
N1 -6.155 -1.247 1.547
C1 -4.387 -1.135 -2.723
C2 5.932 -3.036 0.733
C3 2.185 -4.837 -1.341
C4 -3.731 -0.340 2.371
C5 0.062 -3.746 -1.915
C6 -2.833 1.827 1.208
C7 2.047 -5.725 -2.523
C8 2.479 0.041 0.472
C9 1.000 -5.630 -3.337
C10 3.945 -0.422 0.536
C11 -3.873 -2.175 0.197
C12 2.243 1.182 -0.528
C13 5.624 -2.127 -0.465
C14 2.099 6.226 -0.847
C15 4.223 -1.520 -0.482
C16 -3.450 -2.207 -2.147
C17 0.956 6.430 0.078
C18 -7.653 -2.933 0.469
C19 1.003 7.347 1.040
C20 -7.263 -1.471 0.597
C21 2.004 2.567 0.084
C22 -0.077 -4.634 -3.097
C23 -0.525 2.559 0.355
C24 2.201 8.204 1.229
C25 1.109 -3.841 -1.102
C26 3.298 7.080 -0.657
C27 -2.648 0.762 2.280
C28 3.345 7.998 0.304
C29 0.836 2.634 1.061
C30 6.648 -2.355 1.897
C31 -1.713 2.886 1.279
H1 6.386 -1.350 -0.553
H2 0.876 -6.266 -4.204
H3 0.885 3.561 1.640
H4 -4.506 -0.322 -2.012
H5 1.869 -0.816 0.177
H6 3.495 -2.319 -0.336
H7 1.228 -3.207 -0.232
H8 -2.110 3.877 1.063
H9 0.863 1.826 1.794
H10 3.113 1.251 -1.184
H11 4.207 8.633 0.462
H12 -3.308 -2.660 0.998
H13 -6.816 -3.553 0.146
H14 -2.570 -2.313 -2.779
H15 -3.810 2.300 1.302
H16 -0.651 1.542 -0.021
H17 2.148 0.306 1.474
H18 -0.507 3.244 -0.494
H19 -4.650 -2.876 -0.125
H20 -7.010 -1.050 -0.376
H21 -8.451 -3.057 -0.262
H22 -3.988 -0.716 -3.644
H23 6.881 -3.089 2.669
H24 -0.735 -3.029 -1.758
H25 5.016 -3.521 1.072
H26 6.588 -3.832 0.378
H27 5.701 -2.737 -1.368
H28 -8.134 -0.923 0.961
H29 7.579 -1.896 1.569
H30 -1.337 2.927 2.305
H31 4.595 0.436 0.350
H32 -2.789 1.377 0.216
H33 6.039 -1.587 2.370
H34 4.161 -0.786 1.541
H35 -2.619 1.280 3.240
H36 1.754 3.242 -0.735
H37 4.119 6.909 -1.341
H38 1.387 0.953 -1.163
H39 -3.246 -1.278 2.644
H40 -4.449 -0.105 3.155
H41 2.910 2.975 0.540
H42 0.183 7.513 1.727
H43 2.842 -6.444 -2.676
H44 -5.950 -2.110 2.042
H45 -3.953 -3.178 -2.145
H46 0.096 5.790 -0.077
H47 -5.368 -1.552 -2.943
H48 -1.673 0.291 2.147
H49 -8.009 -3.324 1.422
H50 4.047 -1.107 -1.480

Löwdin population analysis, charges in e, atoms 1 to 2:
1 P 0.980
2 O 0.108



Entry 5:
Molecular formula: C31H51BrHgN2OP2
Method: DFT, wB97M-V/def2-TZVPD

As for the spin multiplicity: 1. The gap between HOMO and LUMO (spin up / spin down) comes out at 3.9 / 3.9 eV. As for the charge: +2. The total energy is -4806.06051 Eh.

Atoms and positions in Å:
Hg1 1.426 -0.984 -1.244
Br1 1.894 3.826 -0.185
P1 -0.096 -2.708 -0.560
P2 5.069 -1.048 -0.424
O1 -0.757 -0.197 2.353
N1 -6.685 4.886 -5.239
N2 -2.180 0.000 4.088
C1 -3.526 3.026 -3.017
C2 5.929 1.621 -0.411
C3 -1.765 -2.068 -1.015
C4 -1.799 1.900 -1.063
C5 -2.648 2.047 -3.388
C6 -2.230 1.534 6.066
C7 -0.927 0.023 3.560
C8 4.700 0.712 -0.227
C9 -1.602 1.697 -2.471
C10 4.402 -1.544 -2.043
C11 -4.591 3.667 -3.780
C12 -0.101 -3.499 1.031
C13 -6.333 5.360 -4.037
C14 5.279 -2.167 2.086
C15 0.766 1.970 -2.091
C16 5.417 -2.515 -2.674
C17 -4.992 3.173 -5.044
C18 0.577 -3.805 -1.939
C19 -0.765 1.770 6.382
C20 -2.685 -1.608 0.129
C21 -6.018 3.841 -5.742
C22 0.264 -3.138 -3.303
C23 0.546 2.632 -0.837
C24 4.277 -1.968 0.931
C25 -1.039 -4.684 1.164
C26 0.147 1.697 5.148
C27 -0.701 2.226 -0.238
C28 0.214 0.306 4.530
C29 -5.315 4.783 -3.264
C30 -2.522 0.138 5.508
C31 -0.286 1.425 -2.880
H1 -3.420 3.422 -2.008
H2 -0.436 1.042 7.126
H3 6.238 -2.540 1.707
H4 -2.300 -2.792 -1.651
H5 -2.602 1.639 -4.409
H6 0.223 -4.838 -1.821
H7 -0.712 -5.355 1.965
H8 3.355 -1.437 1.258
H9 -0.796 -3.269 -3.571
H10 5.404 -3.474 -2.144
H11 -0.185 2.450 4.412
H12 1.662 -3.784 -1.777
H13 -1.580 -1.165 -1.625
H14 -3.162 -2.452 0.654
H15 3.458 -2.115 -1.910
H16 -2.882 -0.342 3.436
H17 -1.081 -5.276 0.250
H18 -0.148 0.996 -3.873
H19 1.133 0.183 3.938
H20 1.809 1.885 -2.399
H21 -2.163 -0.992 0.885
H22 -2.839 1.738 -0.660
H23 -0.331 -2.716 1.758
H24 4.895 -2.901 2.799
H25 -3.588 -0.086 5.558
H26 -0.667 2.766 6.817
H27 -5.132 5.160 -2.249
H28 5.706 2.636 -0.073
H29 4.276 -0.629 -2.654
H30 6.242 1.703 -1.460
H31 5.140 -2.715 -3.711
H32 0.931 -3.807 1.244
H33 -4.565 2.234 -5.450
H34 6.442 -2.123 -2.650
H35 1.166 1.986 5.437
H36 0.466 -2.049 -3.345
H37 5.489 -1.237 2.625
H38 3.927 0.897 -0.988
H39 -0.767 2.179 0.844
H40 4.289 0.834 0.792
H41 -6.312 3.494 -6.741
H42 -2.823 1.620 6.982
H43 -2.599 2.306 5.375
H44 -6.879 6.242 -3.670
H45 -3.490 -0.964 -0.273
H46 0.182 -0.457 5.317
H47 -1.985 -0.611 6.107
H48 -2.052 -4.361 1.392
H49 4.025 -2.963 0.506
H50 6.799 1.275 0.158
H51 0.899 -3.565 -4.088

Löwdin population analysis, charges in e, atoms 1 to 2:
1 Hg 1.112
2 Br 0.777